DFT (ωB97M-V with the def2-TZVPD basis set) results for C4H5NO in the gas phase.

Last columns: bonded neighbours and bond lengths (Å).
Cartesian coordinates (Å):
1 O -0.96855 -1.05830 0.71161  C5 1.432, C6 1.420
2 N 1.18435 0.28819 0.99802  C3 1.430, C4 1.431, H9 1.014
3 C 1.03617 -0.16549 -0.34991  N2 1.430, C4 1.545, C5 1.572, H8 1.057
4 C 0.18361 0.97855 0.24268  N2 1.431, C3 1.545, C6 1.541, H11 1.094
5 C -0.28448 -0.99609 -0.54485  O1 1.432, C3 1.572, C6 1.446, H7 1.084
6 C -1.06181 0.12548 -0.06778  O1 1.420, C4 1.541, C5 1.446, H10 1.079
7 H -0.51226 -1.76886 -1.27012  C5 1.084
8 H 1.48614 0.41282 -1.11229  C3 1.057
9 H 0.70637 -0.35256 1.62137  N2 1.014
10 H -2.03126 0.46935 -0.39366  C6 1.079
11 H 0.26172 2.06691 0.16492  C4 1.094

As for the gap between HOMO and LUMO: 9.8697 eV. Its net charge is 0. The value obtained for the total energy is -285.2437 a.u. As for the structure (SMILES): N1[C@@H]2[C@H]1[C@@H]1O[C@H]21.